[1]
Computed, not measured: C49H39N4O4V as an isolated structure in a non-equilibrium geometry, with the ωB97M-V functional and the def2-TZVPD basis.

CARTESIAN COORDINATES (ANGSTROEM)
V 0.36 1.26 -0.33
O -1.34 1.16 -1.02
O -6.06 -9.52 -1.40
O 0.10 1.26 1.40
O 2.06 1.30 -0.79
N -4.46 -4.25 -0.93
N 0.39 3.25 -0.47
N 0.31 -0.73 -0.47
N -3.21 -3.99 -0.88
C -1.63 -0.21 4.85
C -2.80 1.66 3.17
C 0.17 3.87 4.04
C 1.93 2.67 2.95
C 5.79 4.13 -2.00
C -1.15 3.32 1.37
C -6.15 -5.93 -1.07
C 4.18 3.00 -0.06
C 2.46 4.31 4.62
C 4.33 -1.21 -4.28
C 0.91 -3.03 -0.51
C -1.88 -0.01 -0.80
C -3.25 -0.29 -0.80
C 3.23 0.85 -2.76
C 1.11 5.90 -0.23
C 1.10 4.55 4.80
C -0.45 2.23 2.22
C 6.07 4.35 -0.66
C -5.57 -8.25 -1.35
C 0.21 5.33 0.66
C 1.66 2.90 -2.48
C 1.23 -1.68 -0.43
C 1.58 5.14 -1.29
C 2.69 1.94 -1.82
C 2.87 3.36 3.70
C -0.41 -3.43 -0.61
C -4.79 -5.57 -1.11
C -1.42 1.49 3.15
C -3.58 0.90 4.03
C 3.89 2.78 -1.39
C 0.58 2.94 3.09
C 1.18 3.81 -1.38
C 3.39 -0.35 -4.83
C -3.69 -1.60 -0.76
C -4.22 -7.90 -1.45
C 5.26 3.78 0.31
C -1.41 -2.45 -0.65
C -3.00 -0.01 4.89
C -2.82 -2.70 -0.75
C 4.71 3.34 -2.37
C -0.98 -1.10 -0.61
C 4.16 -0.03 -2.20
C -5.15 -10.60 -1.45
C -0.84 0.54 4.00
C 2.84 0.67 -4.07
C 4.70 -1.05 -2.95
C -0.14 4.00 0.50
C -6.52 -7.24 -1.19
C -3.85 -6.58 -1.34
H 2.22 1.91 2.23
H 2.11 1.32 -4.53
H 4.51 3.16 -3.41
H -6.89 -5.15 -0.92
H -0.88 4.06 4.20
H 4.45 0.10 -1.17
H 3.18 4.85 5.20
H 5.42 -1.72 -2.51
H -4.65 1.04 4.04
H -3.46 -8.65 -1.61
H -3.61 -0.59 5.57
H -3.96 0.52 -0.84
H 3.55 2.55 0.69
H 3.09 -0.49 -5.86
H 2.26 -1.34 -0.33
H -2.81 -6.29 -1.42
H -1.66 4.04 2.01
H -1.17 -0.94 5.50
H 1.43 6.93 -0.11
H -1.87 2.81 0.71
H 3.92 3.15 3.58
H 2.09 3.47 -3.30
H -4.62 -10.62 -2.41
H 1.70 -3.76 -0.48
H -4.75 -1.82 -0.78
H -0.67 -4.47 -0.67
H 6.91 4.96 -0.38
H -4.43 -10.56 -0.63
H 0.22 0.39 3.95
H -0.21 5.91 1.47
H 5.49 3.94 1.35
H -5.76 -11.50 -1.35
H 2.25 5.55 -2.02
H 0.78 5.27 5.53
H 4.76 -2.00 -4.87
H 6.42 4.56 -2.77
H -3.28 2.36 2.51
H -7.56 -7.53 -1.15
H 0.80 2.30 -2.82

Values from the calculation:
E ... -91286.5280 eV
Gap between HOMO and LUMO (spin up / spin down) ... 0.2330 / 0.2397 Ha
ΔE to the lowest compared entry with this formula, charge and spin ... 0.0 kcal/mol
HOMO (spin up / spin down) ... -6.91 / -7.10 eV
2S+1 ... 3
Total charge ... 0

---

[2]
Computed, not measured: an isolated ion of composition C22H22F4NO and charge +1 in a non-equilibrium geometry, with the ωB97M-V functional and the def2-TZVPD basis.

CARTESIAN COORDINATES (ANGSTROEM)
F 0.69 -6.26 -2.91
F 5.24 -5.03 -2.37
F -4.50 -1.07 -1.38
F -2.96 3.08 -3.17
O -2.15 3.02 4.22
N -0.46 2.30 2.16
C -2.75 1.93 -2.43
C -0.58 1.38 3.30
C -1.46 1.68 -1.99
C 3.90 -4.70 -2.36
C -1.15 2.06 4.55
C 2.97 -5.69 -2.67
C 0.57 -1.25 -1.19
C 0.05 1.93 1.01
C 1.63 -5.31 -2.61
C 2.17 -3.05 -1.93
C -2.23 -0.42 -1.06
C 0.49 0.54 0.61
C 1.80 -1.68 -1.57
C 0.22 0.20 -0.84
C 3.55 -3.40 -2.01
C -1.59 4.13 3.53
C -1.20 0.50 -1.29
C -3.51 -0.12 -1.54
C 1.21 -4.03 -2.24
C -3.79 1.03 -2.25
C -0.98 3.72 2.19
C 2.01 0.50 0.87
H 2.50 -0.35 0.36
H -1.24 0.54 3.03
H -1.75 3.84 1.40
H 4.31 -2.66 -1.78
H 0.23 2.71 0.25
H 2.46 1.43 0.50
H 3.28 -6.70 -2.91
H -0.04 -0.19 1.25
H -0.64 2.36 -2.21
H 0.87 0.85 -1.45
H 2.19 0.37 1.94
H 2.61 -0.96 -1.65
H 0.41 0.99 3.55
H -0.33 2.53 5.13
H -0.81 4.64 4.14
H -0.27 -1.95 -1.17
H -4.78 1.21 -2.68
H 0.15 -3.79 -2.23
H -2.44 4.80 3.35
H -2.05 -1.38 -0.57
H -1.69 1.33 5.16
H -0.14 4.40 1.97

Values from the calculation:
E ... -37570.5102 eV
Gap between HOMO and LUMO ... 0.2592 Ha
ΔE to the lowest compared entry with this formula, charge and spin ... 0.0 kcal/mol
HOMO ... -11.39 eV
2S+1 ... 1
SMILES ... C[C@@H](C=[N+]1CCOCC1)[C@@H](/C=C/c1cc(F)cc(F)c1)c1cc(F)cc(F)c1
Total charge ... +1